15
Properties=species:S:1:pos:R:3:lowdin_charge:R:1 method="wB97M-V/def2-TZVPD" e_above_lowest_kcal_mol=78.24 e_homo_ha=-0.3283 molar_mass_g_mol=90.2 fmax_ha_per_bohr=0.06577 smiles="C=C.CCS" total_charge=0 e_tot_ha=-556.4573
C -0.130 0.899 1.945 -0.103
C 1.196 0.704 1.672 -0.104
H -0.628 1.934 2.011 0.092
H -0.633 -0.005 2.088 0.017
H 1.791 1.332 0.988 0.043
H 1.899 -0.057 2.229 0.089
C 0.525 -0.577 -1.784 -0.210
C -0.550 -0.094 -0.930 -0.672
S -2.078 -1.025 -1.316 0.691
H 0.743 -1.588 -1.427 0.084
H 0.030 -0.506 -2.723 0.044
H 1.454 -0.003 -1.852 0.080
H -0.535 1.002 -0.845 0.087
H -0.573 -0.697 0.002 0.001
H -2.513 -1.317 -0.059 -0.140



51
Properties=species:S:1:pos:R:3:lowdin_charge:R:1 method="wB97M-V/def2-TZVPD" spin_multiplicity=5 e_above_lowest_kcal_mol=0.00 e_homo_ha="-0.1681 / -0.2159" molar_mass_g_mol=578.2 fmax_ha_per_bohr=0.01117 total_charge=-1 e_tot_ha=-3805.3506
Rh -0.628 0.157 -0.199 0.827
C 2.502 0.673 -1.099 -0.093
O 1.465 0.390 -0.159 -0.406
Si 1.637 0.048 1.508 0.348
C 2.681 1.430 2.234 -0.148
C 2.695 -1.492 1.645 -0.147
C -0.160 -0.024 1.876 -0.532
Si -0.912 1.522 2.580 0.375
C -2.794 1.477 2.553 -0.192
C -0.358 3.074 1.628 -0.204
C -0.428 1.842 4.381 -0.182
Si -0.724 -1.653 2.610 0.406
C -2.517 -1.729 3.169 -0.181
C -0.377 -3.111 1.457 -0.188
C 0.238 -1.980 4.216 -0.179
H 3.328 -0.024 -0.947 0.084
H 2.852 1.697 -0.956 0.094
H 2.105 0.561 -2.101 0.053
H 3.697 1.382 1.830 0.033
H 2.758 1.313 3.318 0.032
H 2.278 2.420 2.028 0.019
H 3.632 -1.337 1.103 0.030
H 2.209 -2.382 1.245 0.024
H 2.955 -1.680 2.689 0.027
H -3.176 0.958 1.672 -0.011
H -3.185 2.498 2.542 0.031
H -3.197 0.973 3.432 0.019
H 0.083 2.865 0.650 0.012
H 0.370 3.651 2.204 0.019
H -1.221 3.721 1.454 0.011
H -0.752 1.036 5.044 0.015
H -0.906 2.765 4.723 0.029
H 0.652 1.965 4.498 0.016
H -3.220 -1.454 2.383 0.008
H -2.693 -1.099 4.044 0.022
H -2.724 -2.763 3.464 0.033
H -0.027 -2.782 0.477 0.018
H -1.295 -3.679 1.289 0.029
H 0.367 -3.791 1.882 0.025
H 0.127 -1.151 4.921 0.015
H 1.305 -2.140 4.054 0.005
H -0.157 -2.879 4.700 0.028
S -2.778 2.509 -0.977 0.092
S -4.449 1.640 -1.084 0.069
S -4.895 -1.745 -0.512 0.036
S -3.031 -1.740 -1.010 0.284
O 0.306 -0.623 -3.120 -0.459
Cl -0.625 0.405 -2.651 0.617
O -1.849 0.354 -3.431 -0.472
O 0.003 1.723 -2.819 -0.483
O -2.235 -0.983 0.128 -0.906



98
Properties=species:S:1:pos:R:3:lowdin_charge:R:1 method="wB97M-V/def2-TZVPD" e_above_lowest_kcal_mol=6.98 e_homo_ha=-0.2539 molar_mass_g_mol=847.3 fmax_ha_per_bohr=0.00594 total_charge=0 e_tot_ha=-2734.7470
Sn 0.498 0.164 -0.320 1.428
C -1.733 2.976 -3.944 -0.061
O -2.731 3.387 -3.002 -0.130
C -2.265 3.994 -1.857 -0.260
C -2.789 5.211 -1.502 -0.028
C -2.431 5.825 -0.291 -0.121
C -1.505 5.201 0.514 -0.082
C -0.951 3.952 0.182 -0.162
C 0.098 3.444 1.042 -0.091
N 0.676 2.300 0.987 -0.071
N 1.783 2.214 1.836 0.066
C 2.637 1.344 1.399 -0.493
O 2.498 0.608 0.332 -0.276
C 3.896 1.164 2.179 -0.154
C 4.826 0.216 1.767 -0.030
C 5.989 0.009 2.496 -0.080
C 6.230 0.751 3.643 -0.097
C 5.304 1.702 4.057 -0.087
C 4.144 1.909 3.330 -0.031
C -1.351 3.270 -1.008 -0.360
O -0.988 2.087 -1.303 -0.227
H -1.878 3.550 -4.861 0.086
H -0.731 3.140 -3.556 0.090
H -1.850 1.912 -4.145 0.085
H -3.490 5.683 -2.182 0.114
H -2.841 6.789 -0.023 0.089
H -1.170 5.684 1.426 0.104
H 0.502 4.153 1.769 0.121
H 4.622 -0.358 0.873 0.095
H 6.707 -0.732 2.168 0.100
H 7.137 0.592 4.213 0.098
H 5.491 2.285 4.950 0.098
H 3.414 2.644 3.640 0.104
C 1.573 -5.586 0.865 -0.013
C 2.008 -4.311 0.226 -0.292
C 3.202 -3.920 -0.346 0.013
C 2.999 -2.589 -0.764 -0.343
N 1.769 -2.196 -0.464 0.007
N 1.188 -3.252 0.133 0.052
C 3.930 -1.696 -1.516 -0.036
H 2.234 -6.399 0.572 0.078
H 0.553 -5.835 0.573 0.078
H 1.596 -5.504 1.953 0.080
H 4.092 -4.516 -0.458 0.105
H 0.225 -3.197 0.434 0.115
H 4.961 -1.845 -1.192 0.075
H 3.661 -0.652 -1.362 0.056
H 3.883 -1.909 -2.586 0.079
C -1.246 -2.095 4.881 -0.011
N -0.323 -1.706 3.833 -0.117
C 1.050 -1.806 3.866 -0.039
C 1.494 -1.323 2.675 -0.116
N 0.416 -0.927 1.921 -0.038
C -0.654 -1.167 2.644 -0.143
H -0.787 -2.869 5.491 0.091
H -2.151 -2.502 4.435 0.094
H -1.500 -1.247 5.516 0.090
H 1.570 -2.211 4.717 0.119
H 2.500 -1.256 2.299 0.103
H -1.670 -1.025 2.303 0.122
F -1.545 -2.323 -0.394 0.026
B -2.245 -3.560 -0.259 -1.265
F -1.688 -4.246 0.838 0.096
F -2.076 -4.294 -1.434 0.114
F -3.605 -3.298 -0.028 0.103
C -4.377 1.176 -0.999 -0.031
C -3.377 0.099 -0.519 -0.120
N -3.420 -0.008 0.944 -0.143
C -3.116 1.276 1.554 -0.135
C -4.203 2.314 1.198 -0.038
N -5.134 1.656 0.213 -0.083
C -5.833 0.493 0.849 -0.063
C -4.733 -0.461 1.377 -0.127
H -5.117 0.796 -1.704 0.135
H -3.875 2.040 -1.436 0.112
H -2.393 0.433 -0.851 0.071
H -3.597 -0.880 -0.930 0.122
H -2.146 1.608 1.193 0.101
H -3.050 1.161 2.638 0.125
H -3.794 3.203 0.724 0.119
H -4.814 2.605 2.053 0.131
H -5.822 2.342 -0.084 0.185
H -6.442 0.033 0.072 0.131
H -6.484 0.881 1.631 0.128
H -4.898 -1.471 1.010 0.118
H -4.751 -0.479 2.469 0.126
C -0.873 -3.619 -4.852 -0.012
N -0.199 -2.398 -4.458 -0.130
C 0.386 -1.462 -5.278 -0.082
C 0.845 -0.480 -4.447 -0.154
N 0.554 -0.796 -3.144 0.000
C -0.069 -1.949 -3.191 -0.178
H -0.240 -4.199 -5.522 0.089
H -1.816 -3.397 -5.352 0.090
H -1.080 -4.203 -3.958 0.085
H 0.421 -1.582 -6.347 0.109
H 1.364 0.427 -4.709 0.095
H -0.456 -2.495 -2.344 0.106



58
Properties=species:S:1:pos:R:3:lowdin_charge:R:1 method="wB97M-V/def2-TZVPD" e_above_lowest_kcal_mol=5.78 e_homo_ha=-0.4305 molar_mass_g_mol=345.5 fmax_ha_per_bohr=0.01497 smiles="COCc1ccc(C(=O)NCC2([NH+]3CCCCC3)CCCCC2)cc1" total_charge=+1 e_tot_ha=-1079.8144
C 4.352 -0.386 7.358 -0.095
H 4.272 0.511 7.966 0.094
O 3.672 -0.114 6.157 -0.192
C 3.692 -1.192 5.259 -0.192
C 2.957 -0.847 3.997 -0.165
C 2.340 0.388 3.843 0.010
C 1.666 0.688 2.677 0.010
C 1.608 -0.233 1.630 -0.139
C 2.218 -1.480 1.792 -0.021
C 2.879 -1.779 2.964 -0.019
H 3.341 -2.748 3.085 0.123
H 2.151 -2.240 1.026 0.110
C 0.886 0.162 0.413 -0.379
O 0.033 1.060 0.433 0.054
N 1.184 -0.497 -0.726 0.099
H 1.933 -1.169 -0.682 0.138
C 0.728 -0.119 -2.054 -0.070
H 1.063 0.902 -2.267 0.133
H 1.228 -0.779 -2.762 0.139
C -0.802 -0.245 -2.278 -0.358
C -1.107 -0.344 -3.781 -0.123
H -2.135 -0.032 -3.969 0.127
C -0.952 -1.778 -4.285 -0.169
C -2.009 -2.701 -3.667 -0.175
C -2.450 -2.202 -2.286 -0.176
H -3.289 -1.516 -2.394 0.101
H -2.798 -3.042 -1.686 0.121
C -1.283 -1.525 -1.569 -0.119
H -0.455 -2.236 -1.561 0.131
H -1.522 -1.322 -0.524 0.123
H -1.600 -3.708 -3.586 0.115
H -2.881 -2.760 -4.317 0.115
H 0.049 -2.142 -4.050 0.109
H -1.045 -1.786 -5.370 0.120
H -0.446 0.315 -4.345 0.127
N -1.433 1.001 -1.689 -0.058
C -1.229 2.236 -2.481 -0.123
H -0.211 2.274 -2.866 0.125
C -1.491 3.455 -1.603 -0.152
C -2.931 3.438 -1.107 -0.182
C -3.195 2.116 -0.398 -0.151
C -2.860 0.938 -1.308 -0.118
H -3.063 0.013 -0.773 0.123
H -3.477 0.970 -2.210 0.141
H -4.241 2.044 -0.100 0.126
H -2.583 2.054 0.504 0.122
H -3.104 4.269 -0.425 0.120
H -3.615 3.552 -1.950 0.121
H -1.296 4.358 -2.181 0.126
H -0.807 3.443 -0.752 0.121
H -1.916 2.238 -3.331 0.139
H -0.871 1.138 -0.760 0.101
H 1.184 1.646 2.553 0.121
H 2.397 1.101 4.648 0.121
H 4.732 -1.465 5.009 0.142
H 3.226 -2.082 5.717 0.143
H 5.409 -0.611 7.174 0.093
H 3.897 -1.230 7.889 0.093



76
Properties=species:S:1:pos:R:3:lowdin_charge:R:1 method="wB97M-V/def2-TZVPD" e_homo_ha=-0.3869 molar_mass_g_mol=723.5 fmax_ha_per_bohr=0.09008 total_charge=+1 e_tot_ha=-5019.1226
C 3.398 -1.324 -1.225 -0.043
N 3.587 0.032 -0.674 -0.229
C 3.921 0.933 -1.789 -0.063
N 4.635 0.107 0.279 0.007
C 5.904 -0.370 0.064 -0.294
O 6.240 -0.946 -0.961 0.036
H 2.362 -1.381 -1.594 0.087
H 4.072 -1.500 -2.069 0.095
H 3.540 -2.101 -0.474 0.090
H 3.074 0.952 -2.467 0.080
H 4.098 1.943 -1.395 0.096
H 4.816 0.595 -2.331 0.101
H 4.508 0.753 1.046 0.118
H 6.549 -0.146 0.948 0.148
O -0.753 -1.387 4.721 0.162
C -0.996 -0.376 4.219 -0.131
Co -1.331 1.192 3.498 0.066
C -2.784 2.022 4.015 -0.137
O -3.760 2.557 4.334 0.158
C -0.424 2.065 4.708 -0.129
O 0.129 2.632 5.551 0.175
C -0.210 1.452 1.869 -0.143
C 0.577 0.459 1.286 -0.181
C 1.923 0.235 1.074 0.043
C 2.477 -0.989 1.647 -0.226
C 3.562 -0.962 2.559 -0.028
C 4.085 -2.141 3.080 -0.046
C 3.521 -3.378 2.745 -0.033
C 2.406 -3.427 1.904 -0.034
C 1.890 -2.239 1.361 -0.042
Co -1.174 0.011 1.380 -0.027
C -1.188 -1.719 1.567 -0.154
O -1.376 -2.851 1.771 0.164
C -2.854 0.077 2.029 -0.253
O -3.987 -0.155 2.201 0.135
P -1.928 0.339 -0.612 1.109
C -1.933 -1.279 -1.455 -0.348
C -0.948 -1.649 -2.378 -0.077
C -0.955 -2.950 -2.894 -0.068
C -1.933 -3.866 -2.494 -0.066
C -2.921 -3.487 -1.578 -0.057
C -2.920 -2.193 -1.059 -0.112
C -3.621 0.947 -0.902 -0.354
C -4.335 0.537 -2.038 -0.075
C -5.538 1.166 -2.368 -0.059
C -6.024 2.208 -1.572 -0.062
C -5.322 2.606 -0.430 -0.059
C -4.122 1.977 -0.088 -0.095
C -0.997 1.498 -1.675 -0.286
C -1.543 2.692 -2.203 -0.045
C -0.712 3.794 -2.430 -0.059
C 0.650 3.723 -2.142 -0.059
C 1.190 2.513 -1.699 -0.087
C 0.401 1.370 -1.611 -0.121
H -0.035 2.502 1.615 0.113
H 2.515 1.130 0.926 0.125
H 3.975 0.006 2.857 0.121
H 4.961 -2.083 3.729 0.119
H 3.974 -4.299 3.113 0.120
H 1.941 -4.379 1.640 0.123
H 1.060 -2.259 0.647 0.110
H -0.198 -0.927 -2.698 0.089
H -0.189 -3.243 -3.614 0.109
H -1.928 -4.882 -2.891 0.111
H -3.688 -4.193 -1.258 0.116
H -3.693 -1.886 -0.348 0.119
H -3.952 -0.270 -2.663 0.112
H -6.086 0.840 -3.253 0.113
H -6.953 2.712 -1.842 0.112
H -5.704 3.408 0.203 0.113
H -3.568 2.303 0.796 0.104
H -2.612 2.754 -2.403 0.109
H -1.135 4.733 -2.801 0.117
H 1.307 4.587 -2.252 0.115
H 2.225 2.468 -1.381 0.065
H 0.856 0.402 -1.372 0.079



8
Properties=species:S:1:pos:R:3:lowdin_charge:R:1 method="wB97M-V/def2-TZVPD" e_above_lowest_kcal_mol=117.61 e_homo_ha="-0.3152 / -0.3184" molar_mass_g_mol=60.0 fmax_ha_per_bohr=0.06192 total_charge=0 e_tot_ha=-420.3172
C -0.159 0.840 -0.590 -0.336
C 0.708 -2.011 -0.836 -0.324
P 0.177 -0.615 0.030 0.730
H -0.803 1.608 -0.047 -0.105
H -0.426 2.256 1.748 0.015
H -0.019 -2.301 -1.617 -0.005
H -0.660 3.085 1.706 0.054
H 1.181 -2.862 -0.395 -0.029